DFT (ωB97M-V with the def2-TZVPD basis set) results for C49H67IrN5OP2SSi as an isolated structure at a distorted geometry.

The geometry in XYZ format:
```
127
Properties=species:S:1:pos:R:3:forces:R:3:lowdin_charge:R:1
Ir -0.2014 -0.7253 -0.6706 3.05 0.47 -0.51 0.78
C 3.4771 -0.8942 -1.7069 -0.70 0.06 0.71 -0.18
Si 2.2213 -0.5965 -0.2735 -1.30 -0.58 -0.04 0.57
C 2.4920 -1.9654 1.0474 0.05 0.60 -0.57 -0.30
C 3.7549 -2.5432 1.1156 -0.03 0.05 0.15 -0.10
C 4.0388 -3.5568 2.0131 0.05 -0.09 0.07 -0.06
C 3.0427 -4.0141 2.8565 0.13 0.04 -0.02 -0.06
C 1.7775 -3.4587 2.7932 -0.21 0.03 0.10 -0.10
C 1.4766 -2.4431 1.8894 0.04 0.22 -0.24 -0.38
P -0.1571 -1.6007 1.8524 0.15 -0.24 -1.25 1.12
C -0.1318 -0.7417 3.5343 -0.15 0.41 -0.77 -0.40
C 1.1974 -0.0016 3.6723 0.01 0.25 -0.08 -0.21
C 1.1640 0.9733 4.8558 -0.10 -0.05 0.00 -0.18
C 0.3018 0.4373 6.0057 0.17 -0.06 0.08 -0.19
C 0.3220 -1.0858 6.0161 -0.11 0.20 0.03 -0.18
C -0.3681 -1.6391 4.7618 -0.04 -0.20 -0.01 -0.18
C -1.5711 -2.8472 1.8792 0.14 0.40 -0.33 -0.40
C -2.8301 -2.2070 2.4926 -0.05 0.06 0.07 -0.19
C -3.8712 -3.2679 2.8744 -0.10 -0.02 -0.24 -0.18
C -3.8250 -4.4285 1.8874 -0.06 -0.05 0.26 -0.19
C -2.4886 -5.1702 2.0099 -0.04 0.09 -0.07 -0.17
C -1.3436 -4.2445 2.4519 0.21 -0.09 -0.09 -0.21
C 2.5104 1.1497 0.4801 -0.15 -0.55 -0.44 -0.31
C 3.6055 1.3638 1.3094 0.11 0.13 -0.08 -0.09
C 3.8456 2.6060 1.8688 0.09 -0.02 0.02 -0.06
C 2.9889 3.6624 1.6025 -0.08 0.06 0.00 -0.06
C 1.8980 3.4687 0.7762 -0.03 0.01 -0.05 -0.11
C 1.6527 2.2216 0.2095 -0.11 -0.25 -0.07 -0.39
P 0.2285 1.9329 -0.9020 -0.30 -0.48 1.01 1.08
C 0.5666 2.9441 -2.4679 -0.49 -0.65 -0.10 -0.38
C 1.1798 4.3521 -2.3530 0.11 0.00 0.46 -0.19
C 2.7055 4.3959 -2.3006 0.01 0.05 -0.21 -0.19
C 3.3210 3.6178 -3.4531 0.06 -0.12 0.34 -0.19
C 2.8415 2.1776 -3.3519 -0.03 0.20 -0.26 -0.20
C 1.3262 2.1185 -3.5121 0.09 -0.26 0.08 -0.22
C -1.2733 2.7627 -0.1254 0.19 -0.41 -0.15 -0.42
C -1.6778 4.2252 -0.3975 0.24 0.20 0.02 -0.17
C -1.6344 5.0727 0.8699 -0.21 0.06 -0.05 -0.20
C -2.6370 4.5305 1.8876 0.11 0.07 0.01 -0.18
C -2.4992 3.0065 2.0680 0.14 -0.07 0.03 -0.17
C -1.2488 2.4666 1.3770 -0.23 -0.24 0.05 -0.24
H 4.4358 -0.4339 -1.4846 0.17 0.10 0.06 0.03
H 3.1134 -0.4800 -2.6393 -0.12 0.15 -0.17 -0.01
H 3.6317 -1.9572 -1.8600 -0.02 -0.23 0.05 0.03
H 4.5338 -2.1835 0.4596 0.14 -0.02 -0.09 0.10
H 5.0293 -3.9844 2.0528 0.08 -0.07 0.00 0.11
H 3.2434 -4.8039 3.5653 0.01 -0.07 0.02 0.11
H 1.0274 -3.8419 3.4621 -0.09 -0.08 0.02 0.08
H -0.9277 0.0112 3.4814 -0.01 0.00 0.01 0.10
H 1.4233 0.5442 2.7531 0.08 -0.05 0.02 0.09
H 1.9930 -0.7336 3.8199 0.03 -0.01 -0.08 0.12
H 0.7785 1.9419 4.5318 0.05 0.06 -0.03 0.10
H 2.1867 1.1280 5.2032 0.01 0.08 -0.01 0.11
H -0.7309 0.7750 5.8958 -0.07 0.05 0.04 0.11
H 0.6705 0.8240 6.9559 -0.10 0.06 0.02 0.11
H -0.2020 -1.4610 6.8973 0.11 -0.07 -0.02 0.12
H 1.3546 -1.4340 6.0743 0.04 -0.05 0.01 0.12
H -1.4363 -1.7125 4.9670 0.00 -0.07 -0.05 0.11
H 0.0004 -2.6459 4.5852 -0.11 -0.06 0.00 0.08
H -1.7642 -2.9937 0.8091 0.12 0.06 0.10 0.08
H -3.2677 -1.5245 1.7627 0.02 0.02 0.11 0.08
H -2.5882 -1.6213 3.3775 -0.02 0.09 -0.04 0.08
H -4.8650 -2.8145 2.8841 0.03 0.01 0.10 0.11
H -3.6794 -3.6479 3.8802 -0.01 0.03 0.04 0.12
H -3.9609 -4.0397 0.8743 -0.03 -0.01 -0.07 0.10
H -4.6438 -5.1214 2.0825 -0.06 0.03 -0.12 0.11
H -2.2385 -5.6331 1.0539 0.09 -0.04 0.02 0.10
H -2.5813 -5.9693 2.7470 0.00 -0.06 -0.05 0.12
H -0.4069 -4.6615 2.0838 -0.03 0.01 0.10 0.06
H -1.3102 -4.2069 3.5407 0.09 0.04 0.10 0.11
H 4.2803 0.5452 1.5097 0.13 -0.12 0.13 0.11
H 4.7048 2.7565 2.5023 0.11 0.02 0.12 0.11
H 3.1737 4.6381 2.0251 0.03 0.08 0.08 0.11
H 1.2456 4.2986 0.5484 -0.07 0.11 0.06 0.09
H -0.4645 3.0598 -2.8393 0.12 0.00 0.07 0.11
H 0.7975 4.8847 -1.4847 -0.09 0.07 -0.03 0.08
H 0.8503 4.9102 -3.2346 -0.07 -0.02 -0.02 0.13
H 3.0543 3.9651 -1.3614 0.10 0.07 -0.02 0.10
H 3.0296 5.4382 -2.3331 -0.04 0.01 0.10 0.12
H 4.4101 3.6658 -3.3939 -0.03 0.03 -0.10 0.12
H 3.0059 4.0478 -4.4074 0.08 0.03 -0.08 0.12
H 3.1236 1.7799 -2.3759 0.11 -0.08 0.03 0.09
H 3.3211 1.5685 -4.1218 -0.03 -0.13 0.07 0.11
H 0.9868 1.0861 -3.4491 0.03 0.08 -0.18 0.05
H 1.0746 2.5087 -4.5025 -0.06 0.00 -0.09 0.11
H -2.0620 2.1502 -0.5801 0.10 -0.01 0.09 0.07
H -2.7117 4.2277 -0.7523 0.03 0.03 -0.10 0.12
H -1.0761 4.6887 -1.1742 -0.10 -0.04 -0.11 0.08
H -1.8878 6.1046 0.6223 0.06 0.02 0.03 0.12
H -0.6306 5.0831 1.2972 0.05 0.05 0.00 0.10
H -3.6431 4.7574 1.5336 -0.05 0.10 0.05 0.11
H -2.5044 5.0460 2.8387 -0.06 -0.01 0.03 0.11
H -3.3814 2.5101 1.6583 -0.08 -0.08 0.02 0.10
H -2.4477 2.7472 3.1269 -0.11 -0.02 0.00 0.11
H -1.1631 1.3816 1.5236 0.08 0.10 0.06 0.07
H -0.3708 2.9185 1.8413 0.04 -0.10 -0.03 0.10
N -0.1455 -0.8595 -3.1090 -0.02 0.14 1.29 0.14
C -0.0588 -1.0087 -4.2527 -0.03 0.08 0.97 -0.23
N 0.0231 -1.1559 -5.5335 -0.07 -0.10 -0.55 -0.08
C -0.5663 -0.1968 -6.4558 0.01 0.52 -0.48 -0.09
C 0.5541 0.4984 -7.2400 -0.25 0.08 0.11 -0.18
O 1.3679 -0.4431 -7.8928 -0.07 -0.07 -0.15 -0.11
C 1.9885 -1.3060 -6.9727 0.02 -0.27 0.26 -0.18
C 0.9465 -2.0885 -6.1612 0.63 -0.28 -0.37 -0.09
H -1.1616 0.5277 -5.9014 -0.01 -0.03 -0.01 0.13
H -1.2098 -0.7379 -7.1580 0.01 0.04 0.12 0.14
H 1.1675 1.1067 -6.5577 -0.10 0.01 -0.02 0.12
H 0.1359 1.1331 -8.0212 -0.03 0.05 0.12 0.14
H 2.6315 -0.7274 -6.2909 -0.02 -0.07 -0.04 0.13
H 2.6043 -1.9895 -7.5588 -0.01 0.01 0.14 0.14
H 1.4291 -2.6967 -5.3977 -0.03 -0.02 -0.01 0.14
H 0.3843 -2.7381 -6.8398 -0.02 0.03 0.13 0.14
N -7.5531 -2.1687 -1.1625 0.32 0.06 -0.03 0.20
C -6.4345 -1.9003 -1.1285 -1.52 -0.49 0.03 -0.17
C -5.0820 -1.5406 -1.0634 2.45 0.65 0.21 -0.19
C -4.6507 -0.5055 -0.2091 -0.95 -0.60 -0.65 0.01
C -3.3345 -0.1244 -0.2166 0.86 -0.04 -0.55 -0.14
N -2.3930 -0.6739 -1.0168 -1.39 -1.18 0.37 -0.07
C -2.8014 -1.7089 -1.7933 0.50 0.64 0.27 -0.14
C -4.0861 -2.1758 -1.8351 -1.30 0.23 0.25 0.02
H -5.3614 -0.0120 0.4375 0.01 0.06 0.03 0.13
H -3.0182 0.6690 0.4407 0.19 0.03 0.08 0.08
H -2.0436 -2.1762 -2.4022 0.11 -0.02 0.07 0.08
H -4.3336 -3.0110 -2.4722 -0.04 -0.03 -0.06 0.13
S 0.8519 -5.4014 -0.3916 0.31 -0.89 0.06 0.63
C 0.4034 -3.9144 -0.7032 -0.33 0.91 -0.04 -0.97
N 0.0401 -2.8161 -0.9191 -0.51 1.26 0.29 -0.12
```
Forces are in eV/Å.

Calculated values
Kohn-Sham gap: 6.71 eV
LUMO: -3.228 eV
ΔE to the lowest compared entry with this formula, charge and spin: 33.15 kcal per mole
Highest occupied orbital energy: -9.942 eV
Net charge: +1